[1]
The following is a quantum chemistry calculation of a molecular structure, C7H14N2OSi in a non-equilibrium geometry, from the OMol25 dataset.

The geometry in XYZ format:
```
25
Properties=species:S:1:pos:R:3:forces:R:3:lowdin_charge:R:1
H 0.097 2.490 -0.448 -0.224 -0.486 0.316 0.041
H -0.840 -2.405 -1.103 -0.199 0.901 -0.065 0.109
H 2.690 -1.328 -1.528 -0.513 1.286 0.182 0.054
C 2.709 -0.203 -1.340 -1.316 -1.542 0.373 -0.180
C -2.816 0.387 -0.675 -0.828 0.333 -1.161 -0.209
N -1.646 -0.058 -0.255 2.169 -1.222 1.245 -0.096
H -2.838 0.726 -1.704 -0.678 0.099 0.136 0.126
C 0.801 2.024 0.262 0.537 -0.018 -2.916 -0.175
H -0.620 0.128 -2.272 0.356 -0.935 3.951 0.203
N -3.736 0.314 0.241 -0.830 0.339 -0.143 0.060
H 0.923 -1.512 1.655 0.801 0.252 -0.179 0.014
H -3.709 -0.451 2.244 0.570 0.322 -0.410 0.108
O -0.144 -1.731 -1.192 -0.120 -0.549 0.298 -0.103
H 1.663 2.636 0.057 0.670 0.387 0.722 0.021
Si 1.209 0.248 -0.198 0.686 -0.463 0.697 0.613
H 2.499 0.276 -2.284 0.673 0.226 -0.489 0.008
C -0.448 -0.347 -0.998 0.327 0.360 -3.867 -0.379
H -1.032 -0.733 1.703 0.592 -0.420 0.220 0.085
C -1.826 -0.440 1.069 0.486 0.111 -0.105 -0.081
H 1.654 -0.022 2.337 -0.181 -0.409 -0.827 0.032
C -3.117 -0.210 1.352 -1.315 -0.021 0.068 -0.145
H 3.717 -0.102 -0.933 -0.223 0.842 -0.056 0.023
C 1.636 -0.689 1.434 1.332 -0.134 0.249 -0.197
H 2.750 -1.074 1.341 -2.363 0.411 0.153 0.063
H 0.424 2.075 1.233 -0.407 0.329 1.607 0.006
```
Positions in Å, forces in eV/Å.

LUMO in eV: 0.66
Energy in eV: -20390.2456
Strongest force on any atom in eV/A: 4.08
Relative energy (zero: lowest compared OMol25 entry of this formula, charge and spin) in kJ/mol: 201.8

=====

[2]
The following is a quantum chemistry calculation of a molecular structure, C7H14N2Si in a non-equilibrium geometry, from the OMol25 dataset.

The geometry in XYZ format:
```
24
Properties=species:S:1:pos:R:3:forces:R:3:lowdin_charge:R:1
C 0.722 0.136 1.877 1.616 -0.462 -0.432 -0.134
H 2.929 0.243 0.247 -1.025 -0.523 -0.827 0.091
H 2.130 0.523 -1.337 -0.450 0.642 0.205 0.065
H -1.744 1.724 1.002 0.811 -0.559 -1.618 -0.012
H -1.930 -4.186 -1.265 -0.230 2.357 0.605 0.110
H 0.124 0.669 2.541 -0.702 0.654 1.757 0.061
N -1.742 -0.778 -1.113 -0.134 -0.015 0.600 -0.072
H 0.317 -0.819 1.701 -1.158 -1.036 -0.654 0.046
C 1.706 2.243 0.993 -1.878 2.604 -0.028 -0.132
Si -0.752 1.261 -0.166 -0.925 -0.811 -0.211 0.940
C 0.965 0.986 0.687 -0.023 -1.462 -3.405 -0.800
N -2.924 -2.455 -2.177 0.639 -0.859 1.252 0.010
H -0.557 2.191 -1.378 -0.556 -0.735 0.769 -0.037
H -0.626 -2.053 0.263 -0.777 -0.073 -1.247 0.078
C 1.935 0.223 -0.306 -0.644 -3.234 1.273 -0.106
C -1.337 -1.997 -0.605 -0.009 -1.168 0.829 -0.241
H 2.648 2.058 1.545 -0.293 0.118 -0.717 0.100
H 1.752 2.829 0.010 0.792 -0.602 1.465 0.104
H 1.059 2.885 1.660 0.761 -0.357 -0.374 0.092
H -3.025 -0.381 -2.742 -0.711 -0.720 0.364 0.097
H 1.496 -0.912 -0.399 1.450 2.542 0.216 0.119
C -2.069 -3.037 -1.218 0.674 -0.015 -0.769 -0.173
H 1.700 -0.168 2.214 0.513 0.386 1.068 0.094
C -2.779 -1.187 -2.036 2.259 3.327 -0.123 -0.299
```
Positions in Å, forces in eV/Å.

LUMO in eV: -0.60
Energy in eV: -18340.4730
Strongest force on any atom in eV/A: 4.02
Relative energy (zero: lowest compared OMol25 entry of this formula, charge and spin) in kJ/mol: 455.0

=====

[3]
The following is a quantum chemistry calculation of a gas-phase ion, C7H14N3 (charge +1) in a non-equilibrium geometry, from the OMol25 dataset.

The geometry in XYZ format:
```
24
Properties=species:S:1:pos:R:3:forces:R:3:lowdin_charge:R:1
N 0.235 0.098 0.429 0.793 -0.958 1.304 0.051
C 2.403 0.918 0.636 0.170 0.325 0.157 -0.004
H 2.356 0.903 1.721 0.011 -0.035 0.112 0.109
H -2.486 2.005 -0.858 -0.003 -0.128 0.076 0.145
C 1.927 -1.053 -0.942 -0.021 -0.105 -0.082 0.008
C -1.390 -1.427 1.162 -0.199 -0.334 0.695 0.039
C -0.590 1.985 -0.020 -0.543 1.861 -0.398 -0.258
C 1.454 -0.045 0.060 -0.234 -0.583 -0.358 -0.314
H -2.150 -2.141 0.855 0.004 0.046 -0.171 0.114
H 1.379 -0.969 -1.883 -0.027 -0.019 -0.057 0.097
C -1.745 -0.016 -0.836 -0.372 0.571 -0.349 -0.080
H -1.341 0.090 -1.846 0.041 -0.124 0.156 0.147
H -0.375 -1.553 -0.612 -0.167 0.266 0.141 0.172
H 1.818 -2.072 -0.564 0.009 -0.062 0.014 0.101
H -0.624 -1.939 1.742 0.044 0.072 -0.143 0.116
H -2.398 1.313 0.766 -0.034 -0.009 -0.081 0.130
N -0.769 -0.800 -0.023 0.449 -0.988 -0.780 -0.151
H 2.979 -0.898 -1.160 -0.011 -0.036 -0.023 0.095
N 0.255 2.764 0.020 -0.054 0.579 -0.123 0.184
C -1.895 1.361 -0.202 -0.243 -0.213 0.014 -0.113
H 2.059 1.924 0.353 0.134 -0.058 -0.027 0.066
H 3.420 0.755 0.298 0.045 -0.042 -0.010 0.093
H -2.696 -0.548 -0.884 0.156 -0.067 0.055 0.142
H -1.830 -0.656 1.789 0.052 0.043 -0.122 0.110
```
Positions in Å, forces in eV/Å.

Charge: +1
LUMO in eV: -3.11
Energy in eV: -11947.6984
Strongest force on any atom in eV/A: 1.98
Relative energy (zero: lowest compared OMol25 entry of this formula, charge and spin) in kJ/mol: 310.8

=====

[4]
The following is a quantum chemistry calculation of a gas-phase ion, C7H14N3 (charge +1) in a non-equilibrium geometry, from the OMol25 dataset.

The geometry in XYZ format:
```
24
Properties=species:S:1:pos:R:3:forces:R:3:lowdin_charge:R:1
H -1.756 1.457 1.596 -0.434 0.005 -0.785 0.079
C -0.782 1.301 2.001 0.590 -2.062 2.338 0.046
H -0.198 -0.649 -2.614 -0.515 1.693 -0.203 0.111
C -0.097 0.169 -0.159 2.345 -0.805 -0.534 -0.200
H -1.316 0.561 -3.224 -1.286 0.451 -1.163 0.058
H 3.759 -1.039 -0.408 -0.881 0.072 1.917 0.158
C -0.593 0.430 -2.485 2.246 -2.701 -0.196 -0.079
H -2.778 -0.315 0.270 0.611 -0.037 -0.965 0.097
C -1.199 0.440 -1.099 -1.551 3.361 0.464 -0.343
C 3.116 -1.264 0.526 1.604 -0.598 -1.677 0.030
C 1.808 -0.716 0.433 -2.388 1.511 -0.621 -0.342
H -3.238 -0.407 -1.353 -1.447 0.309 -1.770 0.058
H -2.066 -1.528 -0.737 0.280 -1.018 -0.356 0.078
H -0.280 2.257 2.156 -0.177 -0.220 0.569 0.110
N 1.258 -0.070 1.468 -1.073 0.996 2.031 0.169
C -2.390 -0.517 -0.777 1.471 1.011 2.689 -0.018
H 1.417 -0.101 2.457 0.648 -0.126 0.343 0.183
H -1.596 1.561 -0.955 0.815 -2.261 0.173 0.187
H -0.977 0.592 2.933 0.578 2.068 -1.457 0.157
H 0.300 1.092 -2.705 -1.233 -0.535 0.757 0.114
H 3.360 -0.906 1.483 2.029 0.734 0.945 0.076
N 0.060 0.496 1.120 -0.010 -0.980 -1.847 -0.041
N 1.028 -0.524 -0.596 -1.817 0.152 -0.376 0.214
H 3.160 -2.319 0.669 -0.404 -1.021 -0.276 0.096
```
Positions in Å, forces in eV/Å.

Charge: +1
LUMO in eV: -3.34
Energy in eV: -11948.7217
Strongest force on any atom in eV/A: 3.73
Relative energy (zero: lowest compared OMol25 entry of this formula, charge and spin) in kJ/mol: 212.1

=====

[5]
The following is a quantum chemistry calculation of a molecular structure, C7H14N3O in a non-equilibrium geometry, from the OMol25 dataset.

The geometry in XYZ format:
```
25
Properties=species:S:1:pos:R:3:forces:R:3:lowdin_charge:R:1
H -1.739 2.084 -0.392 0.452 -0.237 0.063 0.105
C 2.354 1.557 -0.523 -0.152 -0.778 0.256 0.028
H -0.739 -0.767 -1.094 0.131 0.052 -0.443 0.131
H 0.369 -0.814 1.908 0.001 0.881 0.865 0.104
N 0.396 0.317 0.260 3.038 -0.719 -1.048 -0.139
H 1.064 -2.367 0.736 0.528 -0.336 -0.844 0.112
H 3.065 2.166 -0.947 1.461 1.464 -0.535 0.112
N 1.559 -0.575 -0.022 -0.035 4.716 0.763 -0.127
H -0.071 0.824 -1.706 0.959 -0.469 -0.577 0.132
H 0.582 1.022 2.272 0.516 -0.152 -0.135 0.114
C 0.117 0.241 1.683 -2.581 -1.479 0.187 0.037
C 1.118 1.984 -0.134 -0.264 -0.379 1.824 -0.265
H 2.659 -2.298 -0.120 -0.531 0.109 -0.206 0.124
H -2.326 1.131 -1.708 0.817 -0.036 -0.447 0.120
O 0.417 2.799 0.281 -0.441 1.120 -0.421 0.234
H 1.065 -2.229 -1.086 0.656 -0.424 0.566 0.116
H 3.520 -0.290 -0.424 -0.362 0.696 -0.071 0.168
C -1.840 1.049 -0.731 -1.198 -0.060 -0.050 -0.229
H -3.820 0.382 -0.133 1.440 0.019 -0.045 0.102
C -0.478 0.270 -0.881 -3.880 0.413 0.124 -0.118
C 2.563 0.241 -0.285 1.297 -1.808 -1.211 -0.010
H -0.985 0.323 1.843 0.720 0.100 -0.174 0.111
H -2.454 -0.613 0.185 -1.273 0.687 0.087 0.070
N -2.812 0.359 0.122 0.628 -1.485 0.799 -0.021
C 1.611 -1.962 -0.154 -1.927 -1.893 0.673 -0.011
```
Positions in Å, forces in eV/Å.

Charge: +1
LUMO in eV: -3.87
Energy in eV: -13994.0581
Strongest force on any atom in eV/A: 4.78
Relative energy (zero: lowest compared OMol25 entry of this formula, charge and spin) in kJ/mol: 361.3

=====

[6]
The following is a quantum chemistry calculation of 2 unconnected molecules or ions with the total composition C7H14N4O2S in a non-equilibrium geometry, from the OMol25 dataset.

The geometry in XYZ format:
```
28
Properties=species:S:1:pos:R:3:forces:R:3:lowdin_charge:R:1
O -1.859 -2.420 -0.920 -0.317 0.067 0.007 0.117
C 1.262 0.200 0.652 -0.162 -0.097 0.037 -0.022
C -0.044 -0.239 1.309 0.350 -0.081 0.233 -0.576
H -0.979 1.702 1.134 -0.032 0.116 -0.076 0.082
H 0.906 -0.887 3.140 0.086 0.050 0.121 0.087
C -0.764 0.968 1.907 0.106 -0.177 -0.202 -0.034
S 1.780 1.237 -3.578 0.128 0.344 -0.086 0.597
C 1.161 -0.108 -2.857 0.816 0.083 -0.309 -0.982
H 1.072 0.943 -0.118 0.036 0.143 -0.113 0.079
H 0.692 -2.167 1.945 0.066 -0.077 0.004 0.081
N -0.949 -0.803 0.294 -0.429 -0.381 0.783 0.094
H 1.763 -0.653 0.205 0.090 -0.017 -0.046 0.076
O 0.362 -2.467 -0.591 0.351 -0.238 0.156 0.065
H 1.513 -1.970 -2.094 -0.070 0.040 -0.059 0.071
N -0.115 -0.176 -2.419 -0.709 -0.519 0.346 0.121
H 1.918 0.636 1.400 0.072 0.074 0.095 0.091
N 1.849 -1.254 -2.727 0.052 -0.174 0.139 0.105
H -2.801 0.835 -1.052 0.007 -0.110 0.235 0.071
C 0.231 -1.289 2.390 -0.043 0.114 -0.179 -0.027
N -2.049 1.015 -1.682 -0.599 0.659 -0.006 0.210
H 2.812 -1.256 -3.016 -0.109 0.103 0.007 0.096
H -1.663 -3.178 -1.489 0.221 0.130 0.124 0.133
C -0.708 -1.939 -0.394 -0.279 -0.306 -0.107 -0.628
C -1.053 0.383 -1.916 0.449 0.322 -1.321 -0.308
H -0.694 -1.589 2.879 -0.085 -0.017 0.061 0.087
H -1.697 0.666 2.379 -0.138 -0.027 0.091 0.084
H -1.930 -0.659 0.489 0.086 -0.060 -0.019 0.140
H -0.138 1.435 2.661 0.060 0.036 0.084 0.090
```
Positions in Å, forces in eV/Å.

LUMO in eV: 0.39
Energy in eV: -28377.3485
Strongest force on any atom in eV/A: 1.43
Relative energy (zero: lowest compared OMol25 entry of this formula, charge and spin) in kJ/mol: 0.0